No. 1
17
Properties=species:S:1:pos:R:3 method="wB97M-V/def2-TZVPD" largest_force_ev_per_a=4.31 e_tot_ha=-761.78638 spin_multiplicity=1
C 2.782 -0.617 2.128
C 1.136 1.305 1.480
C 1.868 0.250 1.682
C 0.323 -1.022 0.017
C -0.322 0.109 -0.163
C -0.015 1.403 0.513
C -1.499 -0.034 -1.112
C -1.316 -1.368 -1.852
N 3.566 -1.393 2.494
S -0.127 -2.409 -0.872
H 1.337 2.229 2.019
H -0.899 1.768 1.048
H 0.238 2.169 -0.232
H -2.435 -0.023 -0.545
H -1.521 0.795 -1.822
H -2.238 -1.936 -1.945
H -0.877 -1.226 -2.839

=====

No. 2
17
Properties=species:S:1:pos:R:3 method="wB97M-V/def2-TZVPD" largest_force_ev_per_a=7.30 smiles="S=C=NCc1ccccc1" e_tot_ha=-761.87330 spin_multiplicity=1
C -3.548 -0.074 -0.055
C -1.235 -1.346 0.113
C -0.099 -0.391 0.075
C 1.218 -0.958 -0.101
C 2.359 -0.304 -0.162
C 2.331 1.091 -0.072
C 1.070 1.675 0.095
C -0.079 0.964 0.155
H -1.233 -1.944 -0.710
H -1.299 -1.706 1.160
H 1.385 -2.254 -0.046
H 3.523 -0.751 -0.336
H 3.242 1.547 -0.452
H 0.808 2.938 0.215
H -0.920 1.466 0.182
N -2.540 -0.593 0.046
S -4.983 0.640 -0.107